Here is a cluster of 9 separate species, C43H64BCl3N9O in total from the Open Molecules 2025 dataset. Energies are from wB97M-V/def2-TZVPD.

The orbital gap comes out at 7.033 eV. Its LUMO energy is 2.1 eV. Its HOMO energy is -4.93 eV. The energy comes out at -99327.213 eV. As for the total charge: -1.

Geometry as XYZ:
```
121
Properties=species:S:1:pos:R:3:forces:R:3
C -5.186 1.543 0.509 -1.28 -1.36 0.74
C -4.359 0.147 0.282 0.53 -0.52 -0.39
C -2.837 0.375 -0.378 -2.38 -0.24 0.63
N -1.889 -0.364 0.521 -1.80 -0.07 -1.68
B -0.446 -0.341 0.077 1.11 -0.55 -0.90
C 0.112 1.099 -0.484 1.36 1.43 -0.04
C 0.385 2.250 0.643 0.17 1.32 -1.12
C -0.960 3.179 0.995 2.41 -0.75 1.45
Cl -1.270 4.213 -0.519 -0.19 -0.75 1.11
C -0.159 -1.418 -1.180 0.84 -0.64 -0.88
O -0.695 -0.898 -2.483 -1.66 -2.12 -0.05
C -1.618 -1.893 -3.078 0.05 1.28 -1.07
C 0.436 -0.852 1.411 0.10 1.29 1.00
Cl 1.046 -2.632 1.211 0.12 0.96 0.18
C -0.450 -0.884 2.801 2.31 -2.68 0.85
C 0.573 -1.546 3.949 -0.84 1.01 1.23
Cl -0.935 0.774 3.464 0.13 -1.20 -0.82
H -4.673 2.504 0.083 -0.97 -1.91 0.82
H -6.272 1.367 0.047 2.33 0.83 0.85
H -5.377 1.626 1.685 0.54 0.26 -2.62
H -4.224 -0.428 1.310 -0.19 1.39 -2.10
H -4.923 -0.625 -0.431 0.87 1.83 1.46
H -2.925 -0.021 -1.474 0.49 0.71 1.66
H -2.697 1.534 -0.434 0.28 -2.25 0.25
H -2.184 -1.382 0.470 0.15 1.53 0.20
H 1.175 0.863 -0.978 -2.08 0.61 0.97
H -0.524 1.586 -1.338 1.16 -0.95 1.56
H 0.911 1.888 1.624 -1.31 0.53 -1.76
H 1.145 3.026 0.145 -1.55 -1.43 1.21
H -0.580 3.934 1.838 -1.29 -1.58 -1.84
H -1.869 2.529 1.345 1.64 1.50 -0.99
H -0.693 -2.451 -1.022 1.36 1.53 -0.15
H 1.013 -1.523 -1.388 -2.33 -0.32 0.52
H -2.210 -1.338 -3.949 1.24 -1.03 1.76
H -0.989 -2.731 -3.599 -1.30 1.03 1.23
H -2.429 -2.285 -2.330 1.70 0.51 -1.24
H 1.443 -0.221 1.529 -2.12 -1.57 0.18
H -1.364 -1.652 2.760 1.77 2.34 -0.23
H 1.700 -1.385 3.677 -2.23 -0.57 0.38
H 0.383 -0.940 4.958 0.40 -1.43 -2.07
H 0.272 -2.662 4.159 0.92 2.13 -0.59
N 2.352 5.547 4.145 0.08 0.02 0.06
C 1.337 6.333 4.626 -0.12 0.12 0.04
C 0.293 5.508 4.984 0.14 0.41 0.00
C 0.696 4.178 4.715 0.28 -0.28 -0.11
C 1.972 4.231 4.200 -0.09 -0.17 -0.02
H 3.242 5.885 3.804 -0.40 -0.14 0.09
H 1.443 7.408 4.671 -0.06 -0.18 -0.01
H -0.654 5.830 5.396 0.16 -0.04 -0.08
H 0.117 3.278 4.879 0.13 0.12 -0.07
H 2.639 3.448 3.868 -0.17 0.08 0.03
N 6.464 3.197 5.862 0.06 0.04 0.03
C 5.094 3.146 5.869 -0.11 -0.03 -0.03
C 4.716 1.917 6.362 -0.19 0.35 -0.13
C 5.900 1.204 6.670 0.41 0.03 0.02
C 6.964 2.019 6.354 0.06 -0.12 0.03
H 7.019 3.981 5.545 -0.24 -0.34 0.14
H 4.508 3.985 5.521 0.04 -0.18 0.10
H 3.698 1.572 6.488 0.16 0.09 -0.05
H 5.968 0.204 7.079 0.00 0.17 -0.08
H 8.031 1.861 6.436 -0.19 -0.01 -0.02
N 1.189 -2.700 -5.481 0.14 -0.09 -0.13
C 2.551 -2.647 -5.334 -0.08 0.08 0.12
C 3.090 -3.748 -5.962 0.17 0.23 0.20
C 2.015 -4.488 -6.511 -0.40 -0.14 -0.10
C 0.854 -3.817 -6.202 0.02 0.02 0.03
H 0.534 -2.021 -5.115 0.21 -0.15 0.01
H 3.018 -1.834 -4.796 -0.07 -0.14 -0.09
H 4.143 -3.992 -6.018 -0.15 0.07 -0.01
H 2.082 -5.411 -7.072 -0.03 0.16 0.10
H -0.180 -4.038 -6.431 0.19 0.01 0.04
N 3.710 -5.049 -2.799 0.03 -0.11 0.21
C 5.068 -5.189 -2.927 -0.01 0.10 -0.05
C 5.556 -5.705 -1.747 0.19 0.11 -0.28
C 4.453 -5.887 -0.879 -0.36 -0.01 0.12
C 3.326 -5.477 -1.555 0.01 0.02 -0.02
H 3.089 -4.687 -3.511 0.17 -0.04 0.07
H 5.569 -4.910 -3.844 -0.06 -0.05 0.17
H 6.594 -5.926 -1.535 -0.16 0.04 -0.05
H 4.478 -6.277 0.131 -0.03 0.08 -0.17
H 2.286 -5.452 -1.258 0.19 0.03 -0.01
N -5.127 5.365 -2.498 0.01 0.10 0.04
C -5.963 6.407 -2.807 -0.15 0.07 -0.06
C -5.735 7.419 -1.901 -0.24 -0.07 -0.35
C -4.721 6.974 -1.019 0.24 -0.30 0.08
C -4.362 5.705 -1.412 0.02 -0.06 0.13
H -5.081 4.485 -2.994 0.05 0.39 0.20
H -6.648 6.338 -3.641 0.10 0.05 0.14
H -6.243 8.374 -1.879 0.07 -0.16 -0.03
H -4.298 7.522 -0.187 -0.04 -0.13 -0.14
H -3.631 5.015 -1.013 -0.13 0.19 -0.05
N 4.750 -1.445 -0.686 0.06 0.13 -0.02
C 3.914 -0.404 -0.995 0.00 -0.01 0.01
C 4.142 0.608 -0.089 -0.22 -0.01 -0.32
C 5.156 0.164 0.793 0.27 -0.25 0.11
C 5.515 -1.106 0.400 0.01 -0.04 0.03
H 4.796 -2.326 -1.182 -0.06 0.21 0.21
H 3.229 -0.473 -1.829 0.04 0.04 0.20
H 3.634 1.564 -0.067 0.02 -0.17 -0.02
H 5.579 0.711 1.626 -0.07 -0.11 -0.11
H 6.246 -1.796 0.799 -0.15 0.12 -0.03
N -5.368 1.318 -3.879 -0.07 -0.05 -0.06
C -6.344 2.093 -4.451 0.04 -0.02 -0.05
C -6.973 1.340 -5.416 -0.06 0.38 0.12
C -6.360 0.064 -5.423 0.25 -0.22 0.15
C -5.374 0.078 -4.462 0.04 0.01 0.00
H -4.742 1.615 -3.141 -0.17 -0.21 -0.17
H -6.505 3.111 -4.124 -0.07 -0.17 -0.08
H -7.788 1.673 -6.047 0.13 -0.04 0.12
H -6.611 -0.774 -6.060 0.05 0.13 0.13
H -4.678 -0.687 -4.145 -0.12 0.13 -0.05
N -0.921 -4.949 1.912 -0.43 -0.53 0.20
C -2.291 -5.000 1.918 0.22 -0.05 -0.02
C -2.669 -6.229 2.412 -0.25 0.22 -0.08
C -1.485 -6.942 2.719 0.30 -0.12 0.06
C -0.421 -6.127 2.404 -0.10 0.17 -0.11
H -0.366 -4.165 1.594 -0.04 0.02 0.07
H -2.877 -4.161 1.570 0.07 -0.13 0.05
H -3.687 -6.574 2.538 0.15 0.07 -0.01
H -1.417 -7.942 3.128 0.00 0.15 -0.06
H 0.646 -6.284 2.486 -0.18 0.02 -0.01
```
Positions in Å, forces in eV/Å.